# 1
Here is C34H28Br2GaO5 as an isolated structure at a distorted geometry from OMol25. Energies are from wB97M-V/def2-TZVPD.

```
70
Properties=species:S:1:pos:R:3:forces:R:3
Br 7.277 -1.961 0.367 0.063 0.104 -0.098
Br 8.480 -5.582 2.132 0.096 0.058 0.020
Ga 5.711 -4.685 3.705 -0.154 -0.341 0.444
O 5.591 -0.740 5.267 0.572 0.199 0.435
O 1.861 -2.314 0.991 0.039 0.047 0.016
O -6.461 5.432 -4.417 0.002 0.007 -0.007
O -2.613 -2.407 -1.954 0.013 0.029 -0.026
O -3.958 4.994 0.301 -0.006 0.000 0.008
C -0.256 -1.366 0.576 -0.032 -0.038 -0.074
C 1.760 -4.129 -1.129 0.082 -0.081 -0.021
C -6.660 7.586 -2.647 -0.055 0.105 0.015
C -4.373 4.042 -1.817 -0.055 0.069 -0.048
C -2.423 -0.460 0.040 -0.088 0.131 0.101
C 0.711 -3.270 -0.829 -0.097 0.056 -0.041
C 7.138 -4.130 2.307 -0.377 0.025 -0.123
C -6.754 8.603 -1.714 0.014 -0.013 0.029
C -0.585 -4.220 -2.626 0.032 -0.084 -0.077
C -5.942 6.435 -2.349 0.058 -0.064 0.038
C -6.139 8.472 -0.473 -0.013 0.000 -0.031
C -5.310 6.312 -1.111 0.001 -0.049 -0.080
C 5.169 -3.846 0.667 -0.078 0.432 -0.917
C -0.128 -0.450 1.612 -0.015 0.098 0.077
C -1.587 -2.372 -1.305 -0.064 -0.004 -0.052
C -4.925 3.131 -3.980 0.037 -0.101 -0.041
C -1.411 -1.380 -0.205 0.075 -0.061 -0.029
C 6.368 -0.925 4.029 -0.752 0.555 1.531
C -3.463 1.928 -2.497 0.008 -0.027 -0.066
C -3.582 2.932 -1.553 0.048 -0.097 0.004
C -4.499 5.104 -0.779 0.034 -0.019 0.078
C -5.040 4.147 -3.040 0.002 0.064 0.072
C 5.914 -2.053 4.854 -0.643 -0.575 -1.399
C -2.286 0.463 1.063 0.041 -0.014 0.013
C 4.819 -2.953 4.319 0.937 0.258 0.327
C -1.141 0.462 1.855 -0.024 0.002 -0.033
C 1.636 -5.028 -2.174 -0.042 -0.004 -0.028
C 0.863 -2.318 0.309 0.059 -0.039 0.065
C 6.660 -3.764 0.899 -0.010 -0.653 0.460
C -0.463 -3.308 -1.585 0.019 0.055 0.080
C -4.140 2.024 -3.709 -0.003 0.022 0.030
C 0.461 -5.078 -2.918 0.029 0.011 0.022
C -5.419 7.330 -0.172 -0.026 0.106 0.048
C -5.868 5.343 -3.363 -0.036 -0.006 -0.074
H 4.364 -2.427 3.482 -0.422 0.000 0.046
H 0.768 -0.458 2.218 0.042 -0.057 -0.040
H 5.001 -3.739 -0.408 -0.060 0.074 -0.095
H 5.716 -0.516 3.274 0.522 -0.405 -0.892
H -2.842 1.066 -2.292 0.011 -0.010 -0.012
H 0.366 -5.787 -3.730 0.002 -0.008 -0.006
H -7.309 9.502 -1.950 -0.010 0.006 0.004
H -4.933 7.219 0.787 0.043 -0.066 -0.015
H 7.140 -4.433 0.197 0.160 0.120 -0.243
H -3.060 2.863 -0.609 -0.014 0.062 0.028
H -6.220 9.265 0.258 0.000 0.009 0.004
H 4.612 -3.039 1.134 -0.076 -0.075 0.367
H -5.452 3.217 -4.920 -0.028 0.074 0.007
H 4.104 -3.115 5.126 -0.250 -0.185 -0.113
H 7.704 -3.307 2.722 0.172 0.028 0.123
H -7.139 7.676 -3.613 0.011 -0.075 -0.027
H 4.775 -4.817 0.947 0.044 -0.099 0.368
H -3.072 1.183 1.250 -0.015 -0.009 0.024
H -1.039 1.178 2.659 0.001 0.009 0.005
H -3.314 -0.473 -0.572 -0.003 -0.105 -0.017
H 4.666 -5.781 3.168 0.020 0.074 -0.199
H 2.456 -5.693 -2.408 0.006 -0.012 0.008
H 2.667 -4.084 -0.542 -0.031 0.039 0.067
H 6.514 -5.343 4.942 0.059 0.158 -0.030
H -4.049 1.233 -4.441 0.006 -0.012 0.000
H 6.691 -2.536 5.435 0.062 0.005 0.318
H 7.395 -0.607 4.136 0.094 0.237 -0.357
H -1.500 -4.249 -3.201 -0.037 0.060 0.032
```
Forces are in eV/Å.

## Properties
Spin multiplicity ... 1
Total charge ... -1
Total energy ... -8761.4610 a.u.
E_LUMO ... -0.020 eV
Orbital gap ... 5.1 eV

Atom charges from the Löwdin analysis, given in e for atoms 1 to 8:
1 Br 0.602
2 Br 0.505
3 Ga 0.278
4 O -0.097
5 O 0.129
6 O 0.103
7 O 0.092
8 O 0.108


# 2
Here is C34H28FeN3O3P as an isolated structure at a distorted geometry from OMol25. Energies are from wB97M-V/def2-TZVPD.

```
70
Properties=species:S:1:pos:R:3:forces:R:3
Fe 0.379 -1.563 1.071 -1.598 0.965 -0.772
P -0.385 1.320 -0.706 -0.403 0.204 -0.561
O -0.934 -2.665 -0.445 1.243 0.063 -0.018
O -3.045 -0.954 3.117 -0.029 0.173 0.267
O 0.274 0.429 0.322 0.572 -1.559 1.208
N 2.465 -1.879 1.014 -0.987 0.416 3.640
N -1.729 -1.769 1.426 1.081 -0.076 -0.611
N 2.977 -1.708 2.202 1.251 -0.444 -3.678
C -1.920 -2.404 0.268 -0.859 0.235 0.636
C 5.055 -1.625 -2.214 -0.251 -0.051 0.146
C 3.705 -1.872 -2.429 0.297 0.070 -0.247
C -2.919 -1.541 2.076 -0.646 -0.123 -0.041
C 0.387 5.752 0.105 -0.034 -0.064 -0.029
C -3.006 0.887 -1.697 0.146 -0.004 -0.066
C -0.091 -2.048 4.100 -0.275 -0.013 0.434
C -0.039 3.064 -0.380 -0.039 -0.558 -0.120
C 0.934 1.647 -3.175 -0.022 0.115 0.102
C 5.538 -1.519 -0.914 0.053 0.087 -0.110
C 0.889 3.452 0.578 0.045 -0.161 -0.062
C -4.115 1.285 0.826 0.081 0.023 0.023
C 2.826 -1.980 -1.372 -0.159 0.040 1.028
C 0.756 -1.918 3.038 0.830 0.083 -0.213
C -4.927 0.985 -0.258 0.002 0.135 -0.048
C 0.404 -1.951 5.406 0.200 0.039 -0.379
C -3.374 -2.691 -0.006 0.093 -0.082 -0.155
C 1.101 4.801 0.815 0.035 -0.014 0.078
C -4.048 -2.176 1.260 -0.141 -0.014 0.204
C 1.428 1.155 -4.372 0.090 0.021 -0.157
C -4.376 0.806 -1.516 -0.121 -0.089 -0.102
C -0.036 -0.509 -2.706 -0.123 0.006 0.054
C 0.200 0.813 -2.343 -0.272 0.324 0.418
C 2.158 -1.780 3.249 -2.591 0.028 1.857
C 2.640 -1.669 4.570 0.352 -0.107 -1.057
C -0.545 5.361 -0.846 -0.053 0.007 -0.048
C -2.746 1.368 0.651 0.011 0.095 0.081
C 4.682 -1.615 0.154 -0.670 -0.031 0.003
C 1.760 -1.737 5.625 -0.320 -0.049 0.355
C 0.460 -0.997 -3.901 -0.044 -0.065 -0.018
C -2.191 1.153 -0.606 0.668 0.121 -0.140
C 1.197 -0.165 -4.733 -0.001 0.040 0.025
C 3.299 -1.818 -0.056 2.380 0.104 -1.686
C -0.763 4.018 -1.088 0.005 -0.024 -0.070
H -4.822 -1.433 1.077 0.048 -0.032 0.004
H 1.993 1.803 -5.028 0.026 -0.008 0.025
H 6.585 -1.341 -0.735 0.173 -0.004 -0.017
H 1.125 2.669 -2.878 0.019 0.065 -0.051
H -1.111 6.100 -1.392 -0.034 0.093 -0.049
H 1.430 2.695 1.128 0.061 -0.002 0.059
H -0.597 -1.154 -2.042 -0.028 -0.100 -0.092
H 3.343 -1.977 -3.440 -0.101 -0.024 -0.069
H -4.538 1.456 1.802 -0.072 -0.028 0.130
H 1.780 -2.199 -1.543 -0.078 0.027 -0.027
H 2.124 -1.624 6.634 0.072 -0.043 0.083
H 0.546 6.802 0.295 0.037 0.099 0.031
H -1.151 -2.190 3.960 -0.105 0.106 -0.052
H 5.731 -1.519 -3.047 0.042 -0.044 -0.126
H -2.102 1.618 1.482 -0.012 -0.056 0.151
H -4.495 -2.968 1.861 0.019 0.007 -0.018
H -2.572 0.758 -2.678 0.005 -0.052 -0.112
H 0.269 -2.025 -4.177 0.020 -0.035 -0.043
H -0.289 -2.017 6.230 0.007 -0.021 0.166
H -5.995 0.921 -0.129 -0.153 -0.001 0.025
H -5.015 0.611 -2.363 -0.075 -0.043 -0.084
H -3.685 -2.152 -0.901 0.055 0.007 -0.036
H 5.021 -1.530 1.174 0.184 0.042 -0.069
H 1.595 -0.549 -5.661 -0.010 0.012 -0.070
H -1.493 3.698 -1.819 -0.099 0.078 -0.060
H 1.819 5.109 1.561 0.042 0.012 0.038
H -3.519 -3.755 -0.197 0.024 0.016 0.002
H 3.702 -1.550 4.718 0.133 0.066 0.089
```
Forces are in eV/Å.

## Properties
Relative energy (zero: lowest compared OMol25 entry of this formula, charge and spin) ... 19.1 kcal/mol
Spin multiplicity ... 6
Total charge ... +1
Total energy ... -3307.3050 a.u.
E_LUMO (spin up / spin down) ... -4.359 / -4.769 eV
Orbital gap (spin up / spin down) ... 6.7 / 6.3 eV

Atom charges from the Löwdin analysis, given in e for atoms 1 to 8:
1 Fe 1.137
2 P 0.860
3 O -0.030
4 O 0.087
5 O -0.379
6 N -0.018
7 N 0.080
8 N 0.121


# 3
Here is a 2-piece molecular cluster, C34H28NO3 overall at a distorted geometry from OMol25. Energies are from wB97M-V/def2-TZVPD.

```
66
Properties=species:S:1:pos:R:3:forces:R:3
O -4.834 4.256 -0.856 1.271 -1.056 -0.358
O 1.406 -1.819 -0.887 0.183 0.311 0.002
O 5.266 4.203 -1.307 -1.490 -1.272 -0.077
N -1.151 -3.050 0.195 0.615 -1.116 -1.159
C 6.158 3.077 -0.953 0.251 0.017 0.088
C -1.007 -3.469 -1.103 -0.220 0.426 1.022
C 1.186 -2.033 0.320 -0.545 -0.963 -0.131
C -3.571 -3.724 2.971 0.278 0.018 -0.413
C 1.634 3.776 -1.626 -0.750 -0.231 0.099
C 3.374 -1.841 3.528 -0.687 -0.265 0.037
C -2.280 -3.513 0.925 -0.048 0.084 -0.795
C 2.688 1.674 -0.982 0.581 0.142 -0.102
C 4.646 -1.719 2.992 0.029 0.124 -0.372
C -2.258 1.731 -1.207 -0.229 0.225 -0.036
C -1.046 2.448 -0.929 -0.952 0.622 0.190
C -3.231 -4.372 -1.165 0.412 -0.026 -0.425
C 3.912 2.312 -1.089 -0.848 0.601 -0.032
C 2.378 -2.020 1.301 -0.071 -0.259 0.323
C 4.794 -1.832 1.609 -0.460 -0.263 0.012
C 3.684 -2.043 0.781 -0.104 0.621 0.103
C -3.477 2.394 -1.225 0.828 0.583 0.669
C -3.555 3.785 -0.961 -0.417 -0.500 0.146
C -2.028 -4.121 -1.784 -0.787 -0.225 -0.347
C -4.870 1.871 -1.297 -0.100 -0.565 -0.268
C -2.383 -3.404 2.311 -0.405 0.287 1.259
C -2.385 4.531 -0.746 -0.904 0.298 0.157
C -4.570 -4.397 0.875 -0.220 0.177 1.298
C -0.097 -2.389 0.849 0.877 -0.490 0.967
C 5.292 1.818 -0.843 0.156 -0.668 0.008
C -4.695 -4.184 2.248 0.274 -0.054 -0.940
C 0.216 1.794 -0.923 0.549 1.070 -0.686
C 1.473 2.418 -1.157 0.279 0.061 -0.304
C -3.358 -4.108 0.212 0.068 0.424 -0.033
C -1.196 3.858 -0.657 0.837 -0.511 -0.600
C -5.741 3.106 -1.068 -0.188 0.245 -0.093
C 2.253 -2.035 2.705 0.482 0.531 -0.306
C 3.998 3.698 -1.376 0.594 -0.227 0.518
C 2.837 4.428 -1.684 0.579 0.193 0.039
H -1.545 -3.051 2.913 -0.389 -0.033 -0.263
H 5.579 1.063 -1.579 0.024 0.061 0.070
H -0.045 -3.290 -1.566 -0.089 0.363 0.184
H -5.644 -4.373 2.751 0.326 -0.004 -0.117
H -5.039 1.107 -0.536 -0.011 0.033 -0.028
H 6.654 3.301 -0.004 -0.208 0.276 -0.198
H 2.672 0.596 -0.791 -0.223 0.282 0.177
H 5.773 -1.759 1.161 0.133 -0.134 -0.026
H -6.372 3.321 -1.934 0.196 0.199 0.146
H 0.745 4.300 -1.983 0.482 -0.147 0.125
H -4.078 -4.804 -1.696 0.255 0.033 0.052
H -2.461 5.605 -0.598 0.129 -0.223 0.153
H 6.926 2.979 -1.724 -0.259 0.256 0.028
H 5.512 -1.545 3.634 -0.291 -0.061 -0.206
H -5.412 -4.770 0.291 0.275 0.027 0.164
H 3.829 -2.182 -0.288 -0.123 0.203 0.141
H -6.390 3.000 -0.195 0.266 0.252 -0.050
H 2.915 5.480 -1.939 -0.104 -0.189 -0.174
H -3.653 -3.608 4.058 0.194 -0.034 -0.519
H -2.238 0.664 -1.459 0.149 0.338 0.288
H 0.233 0.723 -0.778 0.007 -0.299 -0.030
H -1.878 -4.413 -2.828 0.065 0.205 0.460
H 3.222 -1.781 4.606 0.079 -0.078 -0.237
H -0.041 -2.715 1.869 -0.217 0.296 0.196
H 5.342 1.350 0.142 0.183 0.040 -0.037
H -0.294 4.426 -0.425 -0.500 -0.185 0.270
H -5.058 1.415 -2.267 -0.158 -0.042 -0.049
H 1.280 -2.145 3.169 0.094 0.198 0.020
```
Forces are in eV/Å.

## Properties
Relative energy (zero: lowest compared OMol25 entry of this formula, charge and spin) ... 0.0 kcal/mol
Spin multiplicity ... 1
Total charge ... +1
Total energy ... -1592.5937 a.u.
E_LUMO ... -4.672 eV
Orbital gap ... 4.7 eV

Atom charges from the Löwdin analysis, given in e for atoms 1 to 8:
1 O 0.022
2 O -0.045
3 O 0.030
4 N 0.017
5 C -0.086
6 C 0.009
7 C -0.393
8 C -0.047


# 4
Here is C34H28NO7PtS as an isolated structure at a distorted geometry from OMol25. Energies are from wB97M-V/def2-TZVPD.

```
72
Properties=species:S:1:pos:R:3:forces:R:3
Pt -0.603 0.097 -0.830 -2.865 1.377 0.214
S 0.164 -1.927 -1.398 -0.068 -0.240 -0.455
O 0.845 0.508 1.503 0.248 0.339 -0.262
O -4.170 -3.991 -6.282 -0.083 -0.041 -0.016
O -3.367 -5.897 -5.503 0.018 -0.007 -0.057
O 3.739 -0.766 -0.502 -0.135 0.006 0.953
O -1.045 1.940 0.230 0.207 0.276 -0.483
O -2.084 -0.564 0.458 0.592 -1.058 0.196
O 2.049 0.676 -1.113 0.299 0.445 1.000
N -0.462 1.244 -2.681 1.343 -0.297 0.310
C 0.449 0.920 -3.610 -0.127 -0.106 -0.153
C -2.664 1.317 1.845 -0.051 0.054 0.160
C -1.880 2.252 1.130 0.124 -0.040 -0.005
C -2.692 -0.058 1.464 0.192 -0.010 0.059
C -2.798 -2.636 -4.090 0.031 0.053 0.052
C -4.192 0.877 3.689 -0.030 -0.125 0.040
C 4.465 3.491 3.077 -0.028 -0.017 -0.051
C -3.444 1.746 2.964 0.058 0.020 -0.121
C -0.892 -2.650 -2.621 0.156 0.104 0.095
C -1.388 -4.571 -3.985 0.062 -0.022 0.039
C -0.965 2.484 -2.685 -0.150 -0.028 -0.051
C 2.305 -1.074 2.278 0.372 -0.339 -0.765
C -1.972 3.727 1.433 0.080 -0.012 -0.116
C 0.402 3.114 -4.535 -0.035 -0.012 -0.021
C -2.007 -2.002 -3.142 -0.016 -0.021 -0.054
C 1.193 -1.792 2.756 -0.077 0.007 -0.102
C 2.856 -0.034 -0.671 0.663 -0.415 -2.894
C -3.483 -0.943 2.258 0.014 -0.121 0.053
C -2.503 -3.925 -4.512 -0.092 -0.042 -0.020
C -4.191 -0.497 3.331 -0.051 0.172 -0.012
C 3.603 -1.578 2.477 -0.053 0.152 0.086
C -0.557 3.444 -3.590 -0.070 -0.025 -0.088
C -3.366 -4.701 -5.458 0.037 0.078 0.023
C 5.010 2.637 2.127 0.006 0.011 -0.003
C 4.267 1.584 1.621 0.033 -0.070 0.026
C 2.682 -3.395 3.741 0.022 0.065 -0.077
C 3.784 -2.733 3.201 0.015 -0.077 0.028
C 0.901 1.822 -4.554 -0.065 0.005 -0.076
C 2.395 2.275 2.984 -0.064 -0.035 -0.018
C -0.580 -3.938 -3.063 -0.016 -0.029 -0.009
C 2.956 1.387 2.058 0.335 -0.005 -0.825
C 2.086 0.234 1.703 -0.661 0.258 3.375
C 3.157 3.307 3.502 0.008 0.016 0.011
C 1.391 -2.935 3.501 0.037 -0.045 0.050
H 5.057 4.301 3.481 0.000 -0.016 0.006
H -1.178 -5.581 -4.310 0.014 0.009 0.015
H 0.738 3.846 -5.257 0.017 0.002 0.023
H 0.294 -4.440 -2.665 -0.030 -0.022 -0.010
H 2.730 3.958 4.253 -0.003 0.019 -0.031
H 0.806 -0.102 -3.590 0.025 0.019 0.107
H -3.477 -1.989 1.980 -0.019 0.027 -0.045
H 0.543 -3.465 3.910 -0.012 0.013 -0.019
H 0.192 -1.422 2.584 0.009 -0.023 -0.032
H 4.710 0.938 0.877 0.007 -0.044 0.062
H -1.640 3.945 2.449 -0.044 -0.011 0.012
H 2.833 -4.272 4.356 -0.006 -0.031 -0.055
H 0.705 1.461 1.322 -0.268 -0.147 -0.324
H -0.993 4.433 -3.552 -0.014 -0.021 -0.006
H -3.000 4.075 1.332 0.008 0.007 0.051
H 1.386 2.120 3.348 0.022 -0.010 0.042
H -1.339 4.265 0.732 0.000 0.012 0.008
H 4.457 -1.060 2.065 0.004 0.012 0.048
H -4.779 1.226 4.527 0.035 -0.046 0.025
H -1.725 2.697 -1.948 0.097 0.011 0.093
H -3.423 2.787 3.258 -0.026 0.006 -0.066
H -3.676 -2.115 -4.456 -0.014 0.004 0.035
H 6.024 2.783 1.778 -0.017 0.026 0.006
H -4.762 -1.201 3.923 -0.019 0.011 -0.028
H -4.025 -3.044 -6.184 0.078 -0.017 0.016
H -2.260 -1.011 -2.791 -0.046 0.012 -0.006
H 4.781 -3.119 3.359 -0.012 0.000 0.020
H 1.629 1.509 -5.289 0.002 -0.003 0.024
```
Forces are in eV/Å.

## Properties
Relative energy (zero: lowest compared OMol25 entry of this formula, charge and spin) ... 54.6 kcal/mol
Spin multiplicity ... 1
Total charge ... +1
Total energy ... -2411.1379 a.u.
E_LUMO ... -5.262 eV
Orbital gap ... 4.3 eV

Atom charges from the Löwdin analysis, given in e for atoms 1 to 8:
1 Pt 0.885
2 S 0.608
3 O 0.090
4 O 0.118
5 O 0.129
6 O 0.233
7 O -0.174
8 O -0.197